# 1
Here is a molecular structure, C59H54I4IrN9OPS from OMol25. Energies are from ωB97M-V/def2-TZVPD.

Its spin multiplicity is 2. Its expectation value of S² is 0.756. As for the LUMO energy (spin up / spin down): -0.054 / -0.061 Ha. For the calculated total energy, the calculation gives -132886.825 eV.

Element x y z (Å)
1 Ir -0.49359 0.22168 0.00308
2 I 0.04566 9.65863 -0.41380
3 C 0.38068 7.56924 -0.45957
4 C 1.14141 7.01885 -1.47555
5 C 1.29448 5.64639 -1.54309
6 C 0.71032 4.81538 -0.59224
7 C 0.00570 5.40414 0.46446
8 C -0.17389 6.77071 0.52725
9 C 0.70911 3.34936 -0.65740
10 C 1.20733 2.68717 0.47720
11 C 2.07461 3.29617 1.41495
12 C 2.33592 2.35906 2.38165
13 C 1.61211 1.19016 2.03795
14 C 1.42630 0.08129 2.89034
15 C 2.01737 0.16693 4.22567
16 C 1.16321 0.14958 5.33119
17 C 1.64901 0.36376 6.60328
18 C 2.99673 0.62534 6.78097
19 I 3.71584 1.06309 8.72757
20 C 3.87207 0.60177 5.70941
21 C 3.38278 0.35532 4.44029
22 C 0.48179 -0.93613 2.66728
23 N -0.42888 -0.98978 1.64954
24 C -1.26665 -2.03353 1.91264
25 C -2.43767 -2.36888 1.20049
26 C -3.38880 -3.24107 1.88997
27 C -3.96522 -4.37015 1.30489
28 C -4.94279 -5.08860 1.96926
29 C -5.34807 -4.68679 3.23116
30 I -6.91200 -5.73166 4.21242
31 C -4.74604 -3.60878 3.85981
32 C -3.77494 -2.89524 3.18976
33 C -2.80039 -1.82565 -0.04853
34 C -3.94525 -2.17852 -0.80479
35 C -3.92665 -1.41407 -1.94259
36 C -2.78254 -0.58125 -1.87441
37 N -2.10876 -0.84515 -0.71358
38 C -2.44348 0.41020 -2.82250
39 C -1.40829 1.35238 -2.68892
40 C -1.14382 2.40139 -3.60732
41 C -0.29943 3.28076 -2.97691
42 C 0.00448 2.72353 -1.71249
43 N -0.62147 1.51626 -1.58366
44 C -3.39652 0.60472 -3.91819
45 C -3.76388 -0.43653 -4.77209
46 C -4.75454 -0.26252 -5.72019
47 C -5.39292 0.96126 -5.82325
48 I -6.95265 1.20894 -7.23337
49 C -5.02213 2.02042 -5.01293
50 C -4.02815 1.84075 -4.07269
51 C -0.81296 -2.72278 3.06505
52 C 0.27453 -2.03729 3.53508
53 N 0.97570 1.38823 0.84296
54 H 1.60528 7.65409 -2.21478
55 H 1.89522 5.21205 -2.32524
56 H -0.42848 4.76923 1.22397
57 H -0.75361 7.20704 1.32980
58 H 2.43778 4.30452 1.35483
59 H 2.94033 2.49185 3.25507
60 H 0.10392 0.02088 5.17343
61 H 0.97812 0.34299 7.44692
62 H 4.92510 0.79033 5.85975
63 H 4.07272 0.30114 3.61144
64 H -3.62682 -4.70308 0.33407
65 H -5.39093 -5.95220 1.49949
66 H -5.04071 -3.31185 4.85482
67 H -3.31720 -2.03705 3.65917
68 H -4.69051 -2.89847 -0.53158
69 H -4.65131 -1.41965 -2.73098
70 H -1.54423 2.48421 -4.59817
71 H 0.05794 4.21768 -3.35575
72 H -3.25721 -1.38845 -4.69612
73 H -5.03400 -1.08366 -6.36374
74 H -5.51853 2.97405 -5.09914
75 H -3.75644 2.65987 -3.42394
76 H -1.25022 -3.62103 3.45599
77 H 0.87864 -2.27323 4.38712
78 O -1.65609 1.09704 3.46708
79 S -2.23040 1.77702 2.30745
80 N -1.72321 1.33900 0.96976
81 N 0.69687 -0.94180 -0.97126
82 P 1.61150 -1.93957 -1.75431
83 N 2.54375 -2.85769 -0.70242
84 C 2.06140 -3.07570 0.64328
85 C 3.10788 -2.64584 1.66520
86 C 4.38786 -3.44137 1.43119
87 C 4.87205 -3.25906 -0.00615
88 C 3.75412 -3.58923 -1.00202
89 N 2.79834 -1.28444 -2.76172
90 C 3.72698 -0.37457 -2.12177
91 C 3.19884 1.05625 -2.12444
92 C 2.89141 1.50596 -3.54821
93 C 1.93636 0.52318 -4.21346
94 C 2.48410 -0.89966 -4.12222
95 N 0.74989 -2.91532 -2.81261
96 C 1.39467 -3.97826 -3.55577
97 C 1.07069 -5.35053 -2.96655
98 C -0.44180 -5.53956 -2.89981
99 C -1.06341 -4.41462 -2.08039
100 C -0.68265 -3.06916 -2.68878
101 H 1.82658 -4.13961 0.79062
102 H 1.14438 -2.49893 0.75384
103 H 2.72473 -2.82428 2.66982
104 H 3.28914 -1.57472 1.55640
105 H 4.17820 -4.49871 1.61318
106 H 5.16398 -3.12175 2.12820
107 H 5.72317 -3.91675 -0.19927
108 H 5.20199 -2.22884 -0.15171
109 H 3.55158 -4.66954 -0.94234
110 H 4.07342 -3.34889 -2.01796
111 H 4.68475 -0.42878 -2.65376
112 H 3.87710 -0.71061 -1.09447
113 H 3.93031 1.72299 -1.66284
114 H 2.28634 1.06843 -1.52470
115 H 3.82047 1.55160 -4.12276
116 H 2.44264 2.50158 -3.53453
117 H 1.78772 0.79273 -5.26013
118 H 0.97382 0.55025 -3.70156
119 H 3.40648 -0.98480 -4.71294
120 H 1.74803 -1.59896 -4.52014
121 H 2.47261 -3.79743 -3.55070
122 H 1.03298 -3.94891 -4.59475
123 H 1.49243 -5.42508 -1.96358
124 H 1.52568 -6.12102 -3.58948
125 H -0.68870 -6.51098 -2.46822
126 H -0.84890 -5.50745 -3.91236
127 H -0.70072 -4.45754 -1.05224
128 H -2.14965 -4.50434 -2.06684
129 H -1.04282 -2.25455 -2.06542
130 H -1.14055 -2.97943 -3.68307

Here are the Mulliken charges for atoms 1 to 2, given in e: 0.9675 0.0641



# 2
Here is a molecular structure, C59H54NO2P2S4Tl from OMol25. Energies are from ωB97M-V/def2-TZVPD.

As for the LUMO energy: -0.218 Ha. The charge is +2. For the calculated total energy, the calculation gives -134243.230 eV.

Element x y z (Å)
1 Tl -0.35797 0.32450 -0.34482
2 C -1.55386 5.21058 1.54343
3 C -1.61435 4.00227 2.48465
4 S -1.76033 2.32494 1.82262
5 C -3.41307 2.34294 1.11682
6 C -3.59768 3.09259 -0.20244
7 S -2.39268 2.59884 -1.46083
8 C -1.81824 4.15045 -2.20895
9 C -1.65685 5.34777 -1.27927
10 S -0.48119 5.08747 0.08189
11 H -1.19544 6.05305 2.13616
12 H -2.55196 5.48285 1.20496
13 H -2.45077 4.13941 3.17385
14 H -0.72040 3.95943 3.09407
15 H -4.11479 2.72632 1.86022
16 H -3.65509 1.28829 0.96473
17 H -3.52796 4.16638 -0.06039
18 H -4.60015 2.87912 -0.57455
19 H -2.47802 4.40367 -3.03953
20 H -0.85219 3.87703 -2.63671
21 H -2.60910 5.67341 -0.86487
22 H -1.29258 6.18299 -1.87868
23 O 1.43168 -0.73009 2.71670
24 C 2.39918 -0.02121 3.42473
25 C 2.34026 0.19171 4.79656
26 C 3.41089 0.79852 5.43204
27 C 4.53556 1.17747 4.71460
28 C 4.54724 1.02052 3.34060
29 C 3.46583 0.45260 2.66461
30 P 3.37060 0.41175 0.83221
31 C 4.42956 1.86226 0.47110
32 C 4.18476 3.03749 1.17961
33 C 4.95215 4.17077 0.97252
34 C 5.97666 4.15324 0.03457
35 C 6.22134 2.99634 -0.68672
36 C 5.45680 1.85592 -0.46641
37 C 4.37758 -1.04036 0.38008
38 C 5.74802 -1.14181 0.62159
39 C 6.42957 -2.30860 0.31572
40 C 5.75176 -3.39360 -0.22687
41 C 4.38693 -3.31145 -0.45544
42 C 3.70837 -2.13909 -0.15208
43 C 0.70703 -1.70861 3.34529
44 C 1.31235 -2.54753 4.28220
45 C 0.58623 -3.54712 4.89497
46 C -0.75095 -3.74523 4.57831
47 C -1.32468 -2.98092 3.58870
48 C -0.60412 -1.96261 2.94713
49 P -1.40857 -1.36699 1.42445
50 C -1.34920 -2.98269 0.60596
51 C -0.04742 -3.41975 0.35282
52 C 0.19312 -4.72717 -0.02700
53 C -0.86983 -5.61033 -0.17275
54 C -2.16490 -5.18272 0.07763
55 C -2.40846 -3.87533 0.48349
56 C -3.05672 -0.88907 1.98819
57 C -3.10916 -0.22276 3.21628
58 C -4.32891 0.15009 3.75424
59 C -5.50614 -0.15726 3.08514
60 C -5.45906 -0.82330 1.86887
61 C -4.23885 -1.17953 1.31480
62 H 1.47781 -0.10937 5.37230
63 H 3.36680 0.95983 6.50095
64 H 5.38596 1.61423 5.21962
65 H 5.39961 1.37477 2.77640
66 H 3.41506 3.04843 1.93670
67 H 4.76070 5.06634 1.55059
68 H 6.58365 5.03412 -0.12547
69 H 7.02163 2.97074 -1.41481
70 H 5.67324 0.95737 -1.02973
71 H 6.28876 -0.31214 1.05891
72 H 7.49219 -2.37530 0.50815
73 H 6.28831 -4.30253 -0.46432
74 H 3.85182 -4.15610 -0.86994
75 H 2.63850 -2.08586 -0.33314
76 H 2.35766 -2.41395 4.52009
77 H 1.07135 -4.18418 5.62233
78 H -1.32812 -4.51187 5.07571
79 H -2.34944 -3.17630 3.29737
80 H 0.79398 -2.74630 0.48916
81 H 1.20715 -5.05825 -0.20726
82 H -0.68596 -6.63465 -0.46832
83 H -2.99212 -5.87389 -0.01384
84 H -3.41763 -3.58802 0.73848
85 H -2.19843 -0.00135 3.75763
86 H -4.36042 0.66606 4.70435
87 H -6.46055 0.11597 3.51513
88 H -6.37609 -1.06666 1.34809
89 H -4.21352 -1.65839 0.35021
90 S 2.29964 1.45812 -3.93489
91 C 2.14655 2.75864 -2.84634
92 C 1.29143 2.47377 -1.82848
93 C 0.74939 1.16827 -1.94758
94 C 1.18924 0.48704 -3.05264
95 C 0.72550 -0.80146 -3.57847
96 C 1.15623 -1.25754 -4.82045
97 C 0.53586 -2.35449 -5.38490
98 C -0.51240 -2.94436 -4.70402
99 C -0.84914 -2.44562 -3.45876
100 N -0.23099 -1.41595 -2.87852
101 H 2.70194 3.66773 -3.01155
102 H 1.05891 3.15394 -1.02463
103 H 1.94295 -0.73858 -5.35180
104 H 0.84624 -2.72135 -6.35424
105 H -1.06029 -3.77782 -5.12039
106 H -1.66130 -2.88604 -2.90530
107 C -5.09709 -0.37823 -1.93452
108 C -3.61479 -0.36418 -2.19597
109 O -2.82504 -0.24587 -1.25913
110 C -3.17001 -0.45651 -3.60275
111 C -3.94090 -1.14091 -4.54450
112 C -3.51845 -1.22573 -5.86039
113 C -2.34726 -0.59124 -6.25322
114 C -1.59225 0.11844 -5.32815
115 C -1.99498 0.17424 -4.00559
116 H -5.29971 -0.02730 -0.92747
117 H -5.49111 -1.39278 -2.04115
118 H -5.61627 0.24324 -2.66307
119 H -4.86432 -1.62462 -4.25376
120 H -4.10949 -1.77181 -6.58280
121 H -2.03051 -0.63883 -7.28686
122 H -0.69177 0.63208 -5.64044
123 H -1.41945 0.73510 -3.28341

Here are the Mulliken charges for atoms 1 to 2, given in e: 1.3809 -0.8096